This record from the OMol25 dataset describes a cluster of 11 separate species, C34H71Cl21NO3P2S in total. The level of theory is wB97M-V/def2-TZVPD.

Computed properties:
Orbital gap = 5.037 eV
Charge = -1
Max |F| = 8.98 eV Å⁻¹
HOMO = -3.626 eV

The geometry in XYZ format:
```
133
Properties=species:S:1:pos:R:3:forces:R:3
C 5.3230 -1.9982 3.0032 -0.256 -0.899 -1.162
C 3.9141 -2.0976 2.1052 -0.333 -1.762 1.181
P 2.9438 -0.4342 2.0507 -0.737 -1.319 1.759
C 1.1322 -1.0328 2.2281 -0.773 -1.957 0.751
P 3.2923 0.6697 0.1462 -0.121 -0.495 -2.071
C 3.6089 1.7049 -1.4527 -0.093 1.961 -2.379
N 4.8639 -0.1306 0.1118 2.650 -0.061 1.016
C 2.6233 -0.7691 -0.9240 0.057 -2.466 -2.355
C 3.8240 -1.6274 -1.7252 -1.972 -0.550 -1.039
C 3.0252 -2.5524 -2.8723 1.975 1.192 -0.533
S 2.5801 -4.2387 -2.1915 -0.189 0.695 0.703
C 1.6446 1.5883 0.3241 -2.235 2.839 0.481
C 0.4396 1.3655 -0.7055 -1.476 0.378 -0.768
C -0.6058 0.1324 -0.4535 -0.781 0.356 -0.954
C -1.8303 0.5510 0.5847 1.369 -0.318 -0.056
O -3.0726 -0.0276 0.0169 0.629 -3.880 -0.228
C -3.0304 -1.4975 -0.0072 1.410 -1.998 5.048
O -2.6570 -2.2494 1.0601 -2.327 4.971 -6.884
C 4.1240 1.9937 1.2887 2.560 2.174 2.618
C 5.4367 2.7359 0.6723 -1.946 7.333 -2.742
O 5.3761 3.9623 0.0797 0.597 -8.091 3.852
Cl 7.2102 2.0830 0.7718 -1.726 0.255 0.125
H 5.3297 -2.8829 3.8041 0.006 2.175 -1.568
H 6.1985 -2.2335 2.2430 -1.526 0.795 1.746
H 5.4125 -0.9374 3.4894 -0.035 -2.127 -0.827
H 4.0747 -2.6058 1.0693 -0.074 1.066 1.845
H 3.2474 -2.8650 2.7336 1.114 1.636 -1.413
H 0.3321 -0.1836 2.3085 1.639 -1.622 -0.437
H 1.0954 -1.5891 3.2861 -0.165 1.228 -2.635
H 0.8357 -1.8922 1.4538 0.316 2.021 1.434
H 3.4702 2.8790 -1.2933 0.410 -2.480 -0.199
H 4.6607 1.5859 -1.9342 -1.641 0.156 0.809
H 2.8391 1.4579 -2.3321 1.635 0.375 1.917
H 5.3781 -0.0448 1.0288 -0.777 -0.142 -1.266
H 5.5515 0.2142 -0.5803 -0.759 -0.213 0.480
H 2.0199 -1.5868 -0.3449 0.970 1.483 -0.912
H 1.9793 -0.4660 -1.8525 0.786 -0.292 1.925
H 4.3637 -2.4128 -1.0605 -0.645 1.861 -1.205
H 4.5255 -0.9322 -2.3599 -1.215 -1.314 1.603
H 2.1586 -1.9770 -3.4043 1.397 -1.269 1.319
H 3.8523 -2.7386 -3.7131 -1.886 -0.040 1.688
H 2.4252 -4.0505 -0.7898 0.235 0.356 -1.777
H 1.1894 1.6030 1.4301 0.938 -0.279 -2.212
H 1.8948 2.7523 0.1672 -0.380 -2.509 0.343
H 0.7284 1.3075 -1.8636 -0.152 0.110 2.723
H -0.2438 2.3478 -0.6562 1.434 -2.084 -0.113
H -0.1229 -0.9078 -0.2318 -0.825 2.154 -0.094
H -1.1629 -0.0144 -1.5027 1.057 0.354 2.210
H -1.7217 0.1106 1.6601 0.001 1.016 -1.982
H -1.9531 1.7192 0.5611 0.060 -2.753 0.235
H -3.4044 -2.0285 -1.0082 0.716 1.576 2.223
H 3.4012 2.8264 1.6781 1.558 -1.108 -0.954
H 4.4895 1.4572 2.2939 -0.606 1.141 -2.334
Cl 10.4154 5.6603 -3.1963 0.095 0.072 -0.123
C 9.3543 4.7399 -2.1013 -0.318 -0.300 0.303
C 9.7673 3.2802 -1.9953 0.045 0.206 0.347
Cl 9.4697 2.3863 -3.5070 0.046 -0.021 -0.083
H 8.3252 4.8430 -2.4595 0.270 -0.078 0.028
H 9.4220 5.2176 -1.1194 0.027 -0.159 -0.144
H 9.1831 2.7847 -1.2144 -0.034 0.182 -0.154
H 10.8274 3.1782 -1.7433 -0.319 0.091 -0.243
Cl -8.4001 -2.6199 1.9220 -0.116 0.080 -0.041
C -7.1893 -3.9146 1.7491 0.336 -0.279 -0.061
C -5.8916 -3.4084 1.1391 0.063 -0.124 0.362
Cl -6.0844 -2.9609 -0.5742 -0.164 -0.023 0.141
H -7.6320 -4.7156 1.1487 0.074 0.260 0.049
H -7.0001 -4.3069 2.7527 0.038 0.139 -0.158
H -5.1319 -4.1945 1.1772 -0.146 0.123 0.014
H -5.5062 -2.5366 1.6767 -0.108 -0.179 -0.146
Cl 3.3197 1.8668 5.3707 0.008 -0.006 -0.032
C 2.2586 0.9464 6.4657 0.092 -0.103 0.065
C 2.6716 -0.5133 6.5718 0.031 0.017 0.224
Cl 2.3740 -1.4072 5.0600 0.266 0.037 0.975
H 1.2295 1.0495 6.1075 0.364 -0.078 -0.081
H 2.3263 1.4241 7.4476 0.062 -0.139 -0.193
H 2.0874 -1.0088 7.3526 0.024 0.151 -0.066
H 3.7317 -0.6153 6.8237 -0.188 0.117 -0.123
Cl -8.9499 1.6999 -2.2380 -0.113 0.019 -0.142
C -8.0569 1.4185 -0.7228 0.208 -0.137 0.304
C -8.9871 1.2528 0.4687 0.252 -0.313 -0.115
Cl -9.8100 2.7739 0.8952 -0.083 0.068 -0.014
H -7.3613 2.2512 -0.5789 -0.437 -0.308 -0.058
H -7.4702 0.5063 -0.8660 -0.151 0.048 0.066
H -8.4132 0.9461 1.3480 0.003 0.079 -0.191
H -9.7525 0.4936 0.2804 0.133 0.211 -0.039
Cl -0.2074 -0.9794 -4.4285 -0.061 0.067 -0.031
C -0.7562 -1.7256 -5.9498 -0.079 -0.129 -0.177
C 0.4069 -2.1394 -6.8379 -0.177 -0.257 0.104
Cl 1.2782 -0.7347 -7.5015 0.021 0.020 0.021
H -1.4183 -1.0164 -6.4565 0.240 -0.096 0.083
H -1.3461 -2.6053 -5.6760 0.175 0.076 -0.055
H 0.0361 -2.7140 -7.6916 -0.024 0.128 0.137
H 1.1266 -2.7609 -6.2964 -0.146 0.230 -0.021
Cl -7.6049 -4.8003 -5.2157 0.076 -0.044 -0.028
C -8.5201 -3.7874 -4.0716 -0.235 0.250 0.198
C -8.1337 -2.3198 -4.1691 -0.332 -0.062 -0.041
Cl -6.4841 -2.0181 -3.5684 0.055 0.080 -0.229
H -8.3571 -4.1814 -3.0636 0.071 0.130 -0.223
H -9.5790 -3.9100 -4.3175 0.177 0.109 0.029
H -8.8091 -1.7164 -3.5558 0.119 -0.168 -0.070
H -8.1922 -1.9549 -5.1992 0.093 -0.160 0.195
Cl -12.4049 -4.9013 -3.9117 0.051 -0.009 0.004
C -13.3201 -3.8884 -2.7677 -0.183 0.198 0.194
C -12.9337 -2.4208 -2.8652 -0.301 -0.055 -0.077
Cl -11.2841 -2.1191 -2.2645 -0.001 -0.025 0.010
H -13.1571 -4.2824 -1.7596 0.079 0.126 -0.243
H -14.3790 -4.0110 -3.0135 0.178 0.096 -0.016
H -13.6091 -1.8174 -2.2518 0.102 -0.162 -0.040
H -12.9922 -2.0559 -3.8952 0.084 -0.162 0.201
Cl -5.8242 3.5916 0.6032 0.231 0.233 0.270
C -5.0566 4.1802 -0.8923 0.202 0.093 -0.338
C -3.7477 3.4637 -1.1854 -0.190 -0.085 -0.206
Cl -2.4722 3.8901 -0.0174 -0.208 0.484 -0.052
H -4.9124 5.2611 -0.7974 0.019 -0.275 0.080
H -5.7677 4.0021 -1.7043 0.130 -0.058 0.083
H -3.3800 3.7517 -2.1746 -0.096 0.033 0.166
H -3.8712 2.3764 -1.1717 0.023 0.170 0.120
Cl 13.8712 1.6506 -3.6532 -0.009 0.045 0.054
C 14.7642 1.3692 -2.1380 0.123 -0.064 0.183
C 13.8340 1.2034 -0.9464 0.167 -0.276 -0.061
Cl 13.0111 2.7245 -0.5200 0.143 -0.015 0.052
H 15.4599 2.2018 -1.9941 -0.250 -0.119 -0.004
H 15.3509 0.4569 -2.2812 -0.160 0.089 0.082
H 14.4079 0.8968 -0.0671 -0.023 0.092 -0.163
H 13.0686 0.4443 -1.1347 0.128 0.239 -0.056
Cl -0.1739 0.8902 8.3008 -0.297 0.010 0.295
C -1.0891 1.9031 9.4448 -0.207 0.138 0.192
C -0.7027 3.3707 9.3473 -0.286 -0.054 -0.086
Cl 0.9469 3.6724 9.9481 0.025 -0.035 -0.040
H -0.9261 1.5091 10.4529 0.070 0.130 -0.234
H -2.1480 1.7805 9.1990 0.173 0.099 -0.016
H -1.3781 3.9741 9.9607 0.087 -0.170 -0.044
H -0.7612 3.7356 8.3173 0.093 -0.168 0.197
```
Positions in Å, forces in eV/Å.